{"formula": "C66H151N9O14", "method": "ωB97M-V with the def2-TZVPD basis set", "homo_ev": -8.4, "max_force_ev_per_a": 3.81, "de_lowest_ev": 2.475, "smiles": "CC1(C)CCCC(C)(C)N1O.CC1(C)CCCC(C)(C)N1O.CC1(C)CCCC(C)(C)N1O.CC1(C)CCCC(C)(C)N1O.COCCNCCOC.COCCNCCOC.COCCNCCOC.COCCNCCOC.COCCNCCOC", "elements": ["C", "C", "C", "C", "C", "H", "C", "H", "H", "C", "C", "H", "H", "H", "H", "H", "H", "H", "C", "C", "H", "H", "C", "H", "C", "H", "C", "C", "H", "C", "C", "H", "N", "H", "C", "H", "C", "H", "O", "O", "H", "H", "H", "C", "C", "H", "H", "H", "O", "C", "H", "C", "C", "C", "H", "N", "H", "C", "H", "H", "H", "H", "H", "H", "H", "H", "H", "C", "H", "H", "H", "H", "C", "H", "H", "H", "H", "H", "C", "C", "N", "C", "H", "H", "H", "H", "H", "C", "C", "H", "H", "H", "H", "H", "H", "H", "H", "C", "H", "O", "H", "H", "H", "C", "H", "H", "H", "H", "H", "C", "H", "C", "H", "H", "H", "H", "H", "C", "C", "H", "H", "H", "H", "H", "H", "C", "C", "C", "C", "C", "H", "H", "H", "H", "C", "H", "H", "H", "C", "H", "N", "H", "H", "H", "H", "H", "O", "H", "O", "H", "H", "H", "H", "H", "H", "H", "H", "H", "H", "C", "H", "H", "C", "H", "H", "H", "H", "H", "O", "H", "H", "O", "H", "H", "H", "C", "H", "H", "O", "N", "N", "C", "H", "C", "H", "H", "C", "H", "H", "H", "H", "C", "O", "H", "H", "C", "O", "C", "C", "H", "H", "H", "H", "H", "H", "H", "H", "H", "C", "H", "H", "H", "C", "N", "H", "H", "H", "C", "H", "C", "H", "O", "H", "C", "C", "O", "H", "O", "H", "H", "C", "C", "H", "C", "C", "N", "N", "H", "C", "H"], "positions_angstrom": [[1.56226, -3.07017, 5.11401], [-5.67078, 2.11183, -3.90570], [1.82000, 2.16458, 3.32551], [10.04329, 1.32231, 0.02192], [0.86720, 7.80409, -0.00193], [10.10532, 0.66792, -3.31693], [-2.75681, 1.11361, 4.58162], [-1.69114, -5.36668, 2.37678], [-2.87814, 1.68131, -3.31324], [-0.05286, -5.00409, 3.73969], [-0.62948, -5.44691, 2.37924], [1.66936, -6.13734, 3.51743], [-5.00218, 2.48912, -3.11503], [-3.95704, 0.52330, 6.95150], [-0.32186, -5.97840, 5.64413], [4.48216, -0.56073, 1.85861], [6.63562, 3.38631, -0.93862], [-2.57859, 0.54245, 5.50038], [-1.60973, 0.28856, -0.14679], [0.11506, -1.25131, -2.72267], [2.73719, 1.13986, -0.15244], [1.16477, -2.86075, -4.38372], [-3.03054, 3.72544, -5.02679], [2.05497, -2.47448, 4.30925], [9.24784, 1.33895, -3.17588], [-5.72519, 0.47000, 7.11092], [3.94566, -0.78215, 0.92119], [-4.20918, 3.67122, -7.25611], [-0.85856, -1.80940, -3.04056], [-0.88626, 3.48293, -2.00978], [-3.98719, 4.70326, 0.03467], [-3.19330, 4.78913, -5.26884], [-3.86290, 1.55849, -6.13759], [0.03341, -6.97522, 4.31105], [7.38280, 2.60889, -1.01343], [-1.23972, -6.85784, -2.71789], [-3.71277, 2.21930, 4.89100], [-2.76202, -0.11398, -3.32090], [9.27196, -0.95533, -1.43113], [-5.80125, -2.36122, -1.80544], [3.42280, 3.45405, -2.72420], [-5.91256, 0.22578, -4.87237], [-2.69824, -0.67979, 3.32118], [-6.06500, 2.82818, 5.56252], [-6.06903, -0.31672, -0.67656], [-1.72969, 2.44756, 0.14194], [2.69093, -2.21994, -3.72124], [1.39603, 1.70847, 2.43078], [0.15286, 7.63523, -1.21472], [5.06364, -5.13874, 1.47010], [8.23647, -1.03886, -3.63791], [-0.62411, -3.25478, 6.28643], [-0.54947, -6.75973, -3.55508], [1.42715, -5.11432, 3.67948], [7.71113, 2.41534, 1.06716], [3.64930, -3.21246, 1.42674], [-7.10262, 1.73435, 0.87096], [2.07144, -4.28391, -2.98353], [-1.60155, -6.21844, 4.53956], [-4.92982, 2.72499, 1.63791], [-3.11083, 4.88819, -0.61811], [-2.77236, 1.84641, -1.12992], [6.78425, 2.33075, -3.03550], [-7.34817, 0.33620, 4.45593], [0.03335, -0.65543, -1.81344], [10.20031, 1.79293, -0.92766], [-2.03280, 3.39567, -5.31021], [-5.14272, -1.45738, -0.96648], [-1.82125, 1.63584, 4.29200], [1.76360, -4.56356, 2.83480], [-2.81565, -0.91408, -5.95721], [3.03007, -4.68839, 4.96627], [-1.80198, -8.31995, -4.66704], [-1.23816, -1.13245, 4.95987], [-6.15523, 3.85375, 1.04492], [-2.66866, 0.98232, -7.54649], [1.98900, 7.89006, -0.20246], [0.31046, -7.38879, -3.47021], [-0.57305, -6.08243, 4.64616], [-3.85963, 0.62475, -5.01440], [1.08998, 5.47368, 0.52499], [2.53599, 3.73831, -3.28545], [0.63308, 8.74577, 0.58988], [-4.59356, 0.98773, -0.36158], [2.26712, 3.07815, -4.06316], [-4.69915, 5.59987, 0.06619], [-2.24445, 0.15694, 0.76284], [-4.36389, -1.50817, 5.18484], [-5.21990, 0.75986, -4.24680], [0.17372, 3.27766, -3.85870], [2.85496, 2.31730, 3.21461], [0.15081, 1.85883, -1.23994], [-5.31810, -3.74437, -3.13979], [-6.98738, 2.53998, 6.02155], [-6.25502, 2.71422, -5.93874], [7.06766, 0.15253, -4.39318], [-0.01327, 5.03538, -3.33074], [0.44628, 8.66337, -2.09664], [8.99139, 1.83984, -4.11408], [-0.31112, 0.02991, 0.23624], [-0.57260, -1.38807, 1.69879], [1.70929, 1.45201, 4.19806], [-2.74428, -8.31607, -4.14248], [-5.44984, -1.26469, 3.03665], [-1.13836, -9.06893, -4.27234], [2.42743, 4.57747, 2.35268], [-4.73630, -4.10160, -1.52855], [0.83354, 6.92881, 1.92233], [2.78132, -4.31412, -2.14770], [-4.89634, -3.31301, -2.24754], [-0.43971, -2.64316, 7.18377], [7.40462, -4.70236, 1.48916], [-1.78107, 0.93557, -4.29688], [-0.16753, -4.23056, 6.58254], [7.51186, -4.26219, 2.45410], [-0.31924, 4.05416, 1.38985], [-0.43119, -6.48462, 2.24839], [8.36237, -0.30897, 1.19809], [0.15923, 3.97281, -3.02333], [-2.43081, -3.75133, 4.23235], [-6.24023, 3.14402, 4.50842], [-6.71559, 2.20587, -3.57101], [-3.79437, 2.93102, 4.06794], [-3.88275, -2.95588, -2.55869], [-1.69759, -3.30946, 6.14844], [-5.05714, 1.66258, 5.45748], [0.46112, 6.68761, 0.90888], [3.80354, 1.31451, -0.11467], [0.04633, -2.82895, 4.97955], [-2.75241, 0.79671, -3.98237], [6.54637, 1.31637, 0.38251], [-6.78922, 2.23722, -0.69485], [-6.83779, -0.80407, -0.07275], [6.07905, 1.10011, -1.89014], [-0.18826, -1.35145, 4.77127], [-0.64569, 6.59754, 0.98297], [-4.58799, 4.71261, -7.06673], [1.79198, -2.76306, 6.12361], [-4.69553, -0.45822, 4.07253], [10.29590, 1.98375, 0.84065], [0.84664, -5.01736, -2.54703], [-4.85772, 3.15025, -7.93523], [-4.59944, -0.91663, -6.43555], [-3.56237, -1.20038, 5.81481], [4.18536, 1.97758, -0.86373], [-0.78392, 4.14956, -1.16691], [-4.61980, 3.49193, -0.29836], [3.83296, -4.51056, -0.20897], [-6.71355, 0.09630, 5.11804], [5.32676, -6.18953, 1.25230], [-4.93688, -1.93432, -0.01777], [-4.98130, 0.25573, -3.30120], [-0.77392, -1.94040, 0.03199], [-4.61615, -1.78707, 2.51790], [2.78955, -2.96442, 1.86447], [-6.56045, 0.01901, -1.62691], [3.90098, 1.81815, 0.90790], [0.48904, -5.21520, -4.55481], [-1.94319, -0.40195, -0.96323], [4.16326, -2.24675, 0.46982], [0.36133, -4.46174, -1.81866], [2.56387, -4.73018, -3.82511], [-5.56426, 3.02667, -5.15576], [3.00189, -5.22213, 1.18036], [-3.21118, 3.64816, -7.70070], [-4.09999, -2.49805, 4.83408], [6.55639, -0.71294, -2.94732], [-5.49594, 3.62181, 6.13263], [-1.27234, -7.04796, -4.75636], [-6.05149, -2.01650, 3.50339], [-5.29941, -1.54903, 5.81232], [-1.80747, -3.41511, 3.57364], [-0.17958, -4.82908, 1.56875], [8.96043, -1.17033, 1.00760], [-4.68336, 1.95464, 7.63176], [-3.84409, -0.79249, -5.66475], [-3.62324, 4.70768, 1.04090], [-3.58682, 0.64537, 2.64343], [6.14330, -4.41939, 1.01556], [8.23787, 0.03156, -1.18895], [-5.54444, 0.68699, 4.49204], [-0.07859, -5.30664, -3.64024], [2.82988, 4.64470, -3.79167], [6.98335, 1.69076, -2.09524], [1.12943, 3.50454, 0.46456], [-3.14368, 3.63205, -3.96183], [-1.81189, 1.71844, -0.65561], [8.31518, 3.14199, -1.19947], [8.71989, 0.07973, 2.14104], [0.23463, -1.03485, 3.80451], [0.86146, 5.33910, 2.94133], [8.04598, 0.69230, -2.48566], [1.50423, 4.03388, -2.37398], [-1.97091, -8.51245, -5.71409], [-3.24900, 2.84151, 5.66663], [-4.88090, 1.15993, 6.87951], [4.40081, 0.03009, -0.15959], [-5.51260, 3.07572, 0.74119], [1.36729, 4.41388, 2.57853], [0.34134, -0.84436, 5.57268], [0.47664, -0.57619, -3.52078], [4.99822, -4.98990, 2.56206], [9.53700, 2.21246, -2.58507], [7.59506, -5.75619, 1.68573], [8.10024, -4.39462, 0.70712], [-4.10735, -1.51435, -4.84673], [3.65563, -2.30504, -0.48865], [0.90630, 5.33915, -0.41807], [-6.27664, 1.92200, 0.22312], [-0.16063, 8.57023, -3.00578], [-1.89168, 3.75075, -2.44394], [-5.91728, -0.64472, 2.27787], [-3.35479, 0.12635, 3.56336], [-0.42216, -3.59693, 3.83618], [-5.84351, 4.04867, -4.82372], [7.34505, -0.63262, 1.28806], [1.43248, 8.62587, -2.49148], [8.54696, 0.71527, 0.06685], [-4.16765, -1.13854, -1.43538], [3.78964, -4.56367, 0.89683], [8.80298, -1.79099, -1.15580], [1.18546, -2.08871, -2.40716], [0.23453, 9.64206, -1.68625], [1.95868, -4.57908, 5.01008], [-4.15384, 2.98135, -5.85338], [1.10696, 3.37430, 3.52424], [2.84997, -0.59985, 1.18856], [-2.51201, 1.53605, -6.77491], [-0.99408, -4.64669, -3.72244], [0.87778, -1.58430, 0.56532], [7.42848, -0.28611, -3.43772], [1.76461, -2.80565, -3.45809], [1.65553, -5.14350, 5.89910], [7.51369, 1.79509, 0.24904], [-0.17934, -1.33507, 0.68406], [-0.76104, 2.04894, -1.67190], [-5.46925, 0.75001, 0.12572], [5.25751, -2.35539, 0.31337], [0.77802, 4.23985, 1.22210], [10.72169, 0.44310, 0.05871]], "atomic_forces_ev_per_a": [[-0.143, -1.057, -0.590], [0.210, 2.143, -0.839], [-1.704, -0.600, 0.355], [-0.961, -2.104, 0.384], [0.514, 1.047, 0.625], [-0.331, 0.165, 0.091], [0.448, -0.396, -0.350], [-0.758, 0.330, -0.172], [-0.421, -0.743, -0.440], [-1.376, -0.547, -2.386], [1.028, 0.963, -0.462], [0.430, -0.898, -0.115], [-0.407, 0.243, -0.080], [-0.814, 0.436, -0.009], [0.275, 0.331, 2.095], [0.172, 0.036, -0.259], [-0.336, 0.287, 0.379], [0.350, 0.295, -0.094], [-1.944, 0.440, 0.107], [-0.301, 0.174, -0.597], [-0.645, 0.383, -0.660], [-0.241, 0.144, 0.451], [-1.279, 0.245, -0.907], [0.054, -0.392, 0.787], [0.382, 1.027, 0.650], [0.515, 0.898, 0.307], [-0.621, -0.566, 0.168], [-0.033, 0.761, 1.510], [1.543, 0.892, 0.545], [0.271, 0.324, -1.040], [-0.391, 1.380, -0.274], [0.476, -0.254, 0.161], [0.788, 0.556, -0.436], [-1.259, 0.509, 0.375], [0.049, 0.599, 0.839], [0.136, -0.290, 0.397], [-0.522, 0.336, 1.198], [0.067, 0.780, -0.469], [-0.974, -1.439, 0.907], [0.306, 0.639, -0.196], [-0.078, -0.513, 0.014], [-0.744, -0.357, 0.125], [0.541, -0.668, -0.090], [1.799, 0.553, -1.266], [-1.115, 0.152, 0.027], [-0.208, 0.126, 0.611], [-0.414, -0.926, -0.040], [0.274, -0.521, -0.136], [0.194, 0.154, 0.688], [0.564, -0.826, 0.993], [-1.132, 0.282, -0.127], [0.738, -1.083, 0.759], [-0.930, 1.688, -0.822], [-0.248, 0.479, 1.622], [0.499, 0.758, 1.515], [1.142, -0.057, -0.501], [-0.636, -0.326, 0.934], [-1.066, 1.500, 0.625], [-1.712, -0.513, -0.129], [-0.270, 0.440, -0.577], [-0.772, -0.097, 0.094], [-0.437, -0.129, -0.039], [-0.009, -0.960, 1.122], [-0.931, -0.050, -0.287], [-0.711, 0.047, -0.375], [0.157, 0.375, -0.153], [-0.058, 0.104, -0.144], [0.886, 0.670, -0.020], [-0.194, -0.920, -0.182], [0.613, 0.724, -0.506], [0.235, -0.693, -0.602], [0.612, 0.294, 0.271], [-0.673, -0.032, -1.564], [-0.006, 0.216, -0.678], [-0.835, 1.221, 0.253], [-0.049, 0.047, -0.040], [-1.252, -0.581, 0.270], [0.528, -0.669, 0.249], [1.803, -0.962, -0.681], [-0.876, 0.052, -0.102], [0.346, -0.293, 0.646], [0.629, 1.617, 0.892], [-0.225, -0.489, -1.187], [-0.384, 0.146, 0.408], [-0.343, -1.347, -0.559], [0.673, -1.072, -0.656], [-0.160, -0.120, -0.703], [-1.873, 0.959, 0.845], [1.297, -1.468, -0.153], [0.189, 0.081, -0.273], [1.528, 0.414, -0.327], [-0.357, 0.290, -0.262], [-0.222, -0.401, -0.322], [-0.443, -0.046, 0.434], [-0.325, -0.086, 0.147], [0.520, 0.015, 0.607], [-0.369, -0.958, -0.038], [-1.125, 0.296, -1.384], [-0.316, -0.659, -0.209], [1.230, -0.236, -0.065], [0.234, -0.370, 0.143], [-0.310, 1.057, -0.819], [-0.440, -0.176, 0.446], [1.961, 0.158, -1.070], [0.487, -0.286, 0.349], [0.221, 0.107, 0.858], [0.057, -0.356, 0.509], [-0.344, 0.272, -0.385], [-0.179, 0.318, -0.174], [0.639, -0.771, -1.117], [0.039, 0.395, -0.647], [0.110, -0.797, -0.129], [2.108, -0.056, -1.329], [-0.925, 0.514, -0.191], [0.697, 0.910, 0.739], [0.387, 0.143, -0.412], [0.530, -0.835, -0.416], [0.796, 0.573, -0.391], [1.020, 0.722, 1.164], [0.614, -0.344, 0.638], [-0.128, 0.216, 0.759], [0.380, -0.451, 0.214], [-0.571, -0.318, -0.379], [-0.669, 0.365, 0.383], [-0.264, -0.291, 0.188], [0.577, 1.590, -0.022], [0.326, 0.057, 1.572], [-0.468, -0.243, 2.385], [0.299, -0.087, 0.820], [-1.571, -0.397, 2.062], [-0.151, -0.150, 0.338], [0.309, -0.123, -0.500], [-0.476, 0.321, -0.022], [0.108, 0.445, 0.255], [0.197, -0.089, 0.189], [0.254, 0.296, -0.172], [0.481, -0.819, -0.567], [0.541, 0.670, 0.068], [1.064, -0.334, 0.959], [-0.221, 0.181, 0.222], [0.184, 1.012, 0.093], [-0.562, -0.268, -0.169], [0.245, 0.255, -0.272], [0.621, 0.306, 0.570], [0.174, 0.052, -0.552], [-0.034, 0.169, 0.856], [-0.132, 0.365, 0.379], [0.000, -0.282, 0.401], [0.331, 0.177, -0.341], [-0.901, -0.127, 0.048], [0.550, -0.264, 0.417], [-0.632, -0.580, -0.319], [-0.320, -0.766, -0.382], [-0.620, -0.102, -0.005], [-0.710, 0.020, -0.156], [0.410, 0.008, 0.580], [0.458, -0.529, -1.061], [-0.068, 0.091, -0.535], [0.185, 0.190, 0.585], [0.136, 1.623, 0.620], [0.703, -0.427, -0.617], [0.029, -0.835, -0.419], [0.894, 0.258, 0.231], [-0.875, -0.350, 0.202], [-0.137, 0.400, 0.158], [-0.250, -0.089, -0.517], [0.036, -0.498, -0.032], [-1.096, -0.576, -0.580], [1.310, 0.915, 1.276], [-0.751, -0.181, 0.054], [1.032, -0.431, -0.452], [0.057, 0.909, -0.635], [-0.428, -0.493, 0.348], [0.538, -0.751, -0.173], [-0.703, -0.340, -0.589], [-0.093, 0.353, 2.340], [0.528, -0.433, 0.914], [0.041, 0.331, -0.493], [0.024, 1.379, -1.791], [0.953, -1.574, -0.798], [-0.245, -0.921, 0.560], [-0.629, -0.151, 0.091], [0.149, 0.670, -0.396], [-0.615, 1.347, -3.508], [0.153, -0.300, 1.254], [-0.199, -0.185, 0.374], [2.019, -0.224, -0.557], [0.110, -0.053, -0.316], [-0.063, 0.342, 0.326], [-0.580, 0.125, 0.262], [0.772, -0.880, 0.346], [-0.561, 0.958, 0.412], [-1.854, -1.121, -0.515], [-0.509, -0.919, -0.311], [-0.194, -0.086, 0.201], [1.335, -1.784, 0.591], [-0.065, 0.271, 0.597], [1.919, -1.097, 0.250], [0.260, -0.705, 0.364], [0.253, 0.254, 0.048], [-0.726, -0.055, -0.006], [-0.162, -0.379, 0.016], [0.462, -0.251, -0.004], [-0.237, -0.586, -0.319], [0.220, 0.320, 0.497], [0.457, 0.342, -0.689], [-0.071, -0.227, -0.457], [-0.011, -0.364, -2.206], [-0.901, 0.253, -0.435], [-0.300, -0.191, 0.345], [0.850, -0.748, 0.394], [-0.389, 0.033, 0.076], [-0.932, 1.018, 0.075], [-0.522, -0.046, 0.370], [0.387, -0.324, -0.556], [-0.708, -0.004, -0.003], [1.377, -0.018, 0.108], [1.463, 0.689, 0.191], [-0.713, -0.069, 0.350], [0.754, 0.453, -0.252], [0.889, 1.162, -0.562], [-0.331, -1.144, 0.558], [0.061, 0.366, 0.321], [0.498, 0.963, -0.897], [0.385, 0.302, -0.034], [0.184, 0.586, 0.475], [0.985, -0.086, -0.680], [-1.110, -0.206, 0.768], [1.003, -0.412, 0.174], [-0.206, -0.157, 0.345], [0.456, -1.168, -0.636], [1.404, -0.480, 0.051], [-0.260, 0.019, -0.354], [-0.843, -0.275, -1.312], [0.232, 1.449, -0.098], [-0.734, 0.621, 0.293], [1.303, -0.926, -1.400], [-0.761, -0.260, 0.094], [-1.551, -0.006, -1.291], [-0.258, 0.613, 0.003]]}